# C6H7LiO6Rb

A molecular structure, C6H7LiO6Rb (ωB97M-V with the def2-TZVPD basis set, the Open Molecules 2025 dataset).

Each line ends with the Mulliken charge.
Geometry (Å):
H (-1.71, 0.10, 0.44)  0.47
O (0.58, -0.17, 0.38)  -0.69
C (0.46, -0.12, -0.84)  0.68
Li (-5.73, 0.24, -2.88)  0.89
O (-4.97, 0.82, -1.23)  -1.05
O (-4.00, -0.78, -2.52)  -0.61
C (-3.88, -2.19, -2.27)  -0.38
C (-1.79, 0.58, -0.54)  0.07
C (-4.01, -0.10, -1.25)  1.31
Rb (4.94, -1.96, 0.31)  0.99
O (-0.80, 0.36, -1.36)  -0.22
H (-4.55, -2.72, -2.95)  0.30
O (1.30, -0.34, -1.72)  -0.67
O (-3.84, -1.06, -0.26)  -0.42
H (-2.84, 1.52, -2.16)  0.30
C (-3.02, 1.05, -1.18)  -0.63
H (-5.37, -2.41, -0.68)  0.26
H (-2.89, 1.52, 0.03)  0.23
H (-2.83, -2.49, -2.43)  0.25
C (-4.28, -2.30, -0.80)  -0.40
H (-3.78, -3.12, -0.27)  0.31

Calculated values
LUMO energy: -3.58 eV
total charge: +1
energy relative to the best compared isomer or geometry (same formula, charge and spin): 5.364 eV
E_HOMO: -10.7114 eV